# 1
Here is C50H59Cl2FeN2P2S2 as an isolated structure at a distorted geometry from the Open Molecules 2025 dataset. Energies are from ωB97M-V/def2-TZVPD.

Computed properties:
F_max = 0.05729 hartree/bohr
charge = -1
LUMO level (alpha / beta) = 2.127 / 2.127 eV
multiplicity = 5
energy above the lowest of the compared OMol25 structures with the same formula, charge and spin = 48.01 kcal/mol
orbital gap (alpha / beta) = 5.14 / 5.11 eV
HOMO level (alpha / beta) = -3.01 / -2.98 eV

```
118
Properties=species:S:1:pos:R:3:mulliken_spin:R:1
Fe -1.36403 0.63004 -0.46058 3.688
C 4.43527 -0.91616 5.18442 0.000
S 3.76577 -0.73526 3.50272 0.000
C 3.00007 0.90994 3.71272 0.000
C 2.59817 1.51394 2.37662 0.000
C 1.20397 1.13404 1.86202 0.026
N 1.03157 -0.27036 1.45282 -0.050
P -0.77553 -0.62886 1.59362 -0.017
C -0.78743 -0.51376 3.43492 0.028
C 0.30587 -0.92626 4.19472 -0.004
C 0.25687 -0.91406 5.57442 0.000
C -0.88743 -0.48676 6.22662 0.001
C -1.98723 -0.09026 5.48272 -0.001
C -1.94023 -0.10896 4.09872 0.000
C -1.08843 -2.38986 1.45592 -0.048
C -2.00933 -2.83766 0.33212 0.017
C -2.74703 -4.08506 0.70072 0.003
C -2.31773 -4.93096 1.65562 -0.006
C -1.21603 -4.59316 2.47702 0.015
C -0.69943 -3.31656 2.41192 -0.009
P 1.38467 -0.50506 -0.23788 0.051
C 3.10617 0.18104 -0.35888 0.037
C 3.23737 1.48844 -0.82088 0.001
C 4.48267 2.06994 -0.97268 -0.001
C 5.62667 1.35234 -0.66658 0.001
C 5.50907 0.05114 -0.20718 0.000
C 4.26397 -0.53396 -0.05968 0.003
C 1.90207 -2.25986 -0.22728 0.040
C 2.21837 -2.81246 -1.46488 0.009
C 2.69697 -4.10536 -1.54808 0.000
C 2.83757 -4.86526 -0.39688 0.001
C 2.50117 -4.32766 0.83422 -0.001
C 2.05107 -3.02346 0.91982 -0.002
H 4.87757 -1.90456 5.24752 0.000
H 3.62847 -0.82136 5.90542 0.000
H 5.19247 -0.15536 5.35982 0.000
H 3.76207 1.52904 4.19002 0.000
H 2.14717 0.81204 4.38402 0.000
H 3.36527 1.25924 1.64962 0.001
H 2.59497 2.60174 2.48712 0.000
H 0.95237 1.81994 1.03602 0.027
H 0.49397 1.34164 2.67482 0.003
H 1.20387 -1.23956 3.68632 0.001
H 1.11587 -1.24726 6.14392 0.000
H -0.91793 -0.46506 7.30752 0.000
H -2.88623 0.22984 5.99132 0.000
H -2.80273 0.19784 3.52272 0.002
H -2.74003 -2.04536 0.11062 0.007
H -3.64023 -4.30516 0.13432 0.000
H -2.85543 -5.85126 1.85362 0.000
H -0.86733 -5.28666 3.22802 0.000
H 0.00487 -3.03166 3.17962 0.000
H 2.35377 2.06364 -1.05558 0.012
H 4.55597 3.08544 -1.33308 0.000
H 6.60267 1.80644 -0.77528 0.000
H 6.39907 -0.51176 0.04092 0.000
H 4.19767 -1.54406 0.31132 0.000
H 2.10957 -2.21016 -2.35818 -0.001
H 2.97577 -4.52026 -2.50658 0.000
H 3.23477 -5.86766 -0.45818 0.000
H 2.60287 -4.92116 1.73272 0.000
H 1.84067 -2.57686 1.87472 0.000
Cl -1.54853 0.10084 -2.75988 0.061
C -3.14933 0.16144 -3.39398 0.028
C -3.33973 0.14734 -4.76008 0.001
C -4.62583 0.15404 -5.27418 0.003
C -5.70533 0.16244 -4.40288 0.000
C -5.49763 0.18624 -3.04058 -0.005
Cl -6.86983 0.19704 -1.99428 0.001
C -4.21143 0.19814 -2.47058 -0.007
S -3.95913 0.22004 -0.77518 0.060
H -2.48113 0.12464 -5.41398 0.000
H -4.78943 0.15184 -6.34118 0.000
H -6.71673 0.15544 -4.77828 0.000
C 0.93167 6.58094 -3.09278 0.000
C 0.75537 5.10334 -2.85578 -0.008
C 1.43937 4.17504 -3.63028 0.016
C 1.30617 2.82174 -3.33538 -0.002
C 2.02677 1.76824 -4.12988 -0.001
C 0.51457 2.43794 -2.27738 0.025
C -0.24723 3.33244 -1.48428 -0.006
C -0.08533 4.69524 -1.83618 0.022
N -0.99793 2.78554 -0.50488 -0.041
C -1.82913 3.60524 0.36742 -0.015
C -2.50173 2.66094 1.37752 0.138
C -2.95783 4.30404 -0.41328 -0.002
C -1.00883 4.60354 1.20992 0.000
H 1.63507 6.76374 -3.90278 0.000
H 1.31607 7.05894 -2.18968 0.000
H -0.01963 7.05274 -3.34198 0.000
H 2.07537 4.49874 -4.44358 0.001
H 2.66017 2.21904 -4.89158 0.000
H 1.30717 1.11094 -4.61868 0.000
H 2.64687 1.15254 -3.47668 0.000
H 0.46527 1.38624 -2.02728 -0.034
H -0.60523 5.47964 -1.30938 0.003
H -3.11103 1.92454 0.85732 -0.023
H -3.14233 3.21474 2.05872 0.000
H -1.74503 2.13254 1.95592 -0.040
H -3.56903 3.54484 -0.89738 -0.004
H -2.58163 4.96764 -1.18348 0.003
H -3.58613 4.88174 0.26252 0.000
H -0.24633 4.05814 1.76262 -0.002
H -1.66393 5.10254 1.92172 0.000
H -0.51603 5.36244 0.61372 -0.001
C -3.23093 -3.21296 -2.48208 0.002
C -1.79313 -3.66056 -2.20668 -0.001
C -1.69243 -5.18766 -2.14878 0.000
C -1.15173 -3.04266 -0.94888 -0.037
H -3.45663 -3.26986 -3.54748 0.000
H -3.38373 -2.19016 -2.15878 0.006
H -3.94463 -3.84066 -1.95598 0.000
H -1.17763 -3.31766 -3.05048 0.000
H -2.05293 -5.54676 -1.18898 0.000
H -0.65423 -5.50136 -2.24858 0.000
H -2.27573 -5.65246 -2.94228 0.000
H -0.75773 -2.05026 -1.20368 0.021
H -0.29793 -3.66756 -0.68468 0.001
```

# 2
Here is C50H62AlNO6 as an isolated structure from the Open Molecules 2025 dataset. Energies are from ωB97M-V/def2-TZVPD.

Computed properties:
F_max = 0.01762 hartree/bohr
charge = 0
LUMO level = 0.474 eV
orbital gap = 8.03 eV
HOMO level = -7.56 eV

```
120
Properties=species:S:1:pos:R:3:lowdin_charge:R:1
Al 1.88621 1.35717 0.01746 0.046
C 2.73585 2.08055 3.02701 -0.001
O 1.93075 1.38604 2.06503 -0.132
C 0.77389 0.77895 2.60158 -0.165
C 0.79248 -0.58812 2.85031 -0.109
C 2.00384 -1.43474 2.55296 -0.049
C 2.05445 -2.16725 1.22377 -0.109
C 2.62796 -3.43017 1.19763 0.008
C 2.96026 -4.07794 0.01217 -0.172
C 2.61637 -3.43485 -1.16800 0.015
C 2.02886 -2.17538 -1.18780 -0.118
C 1.95469 -1.45488 -2.52050 -0.050
C 0.75106 -0.59537 -2.81376 -0.106
C -0.36363 -1.15931 -3.41297 0.033
C -1.46132 -0.39991 -3.81284 -0.152
C -1.44597 0.95159 -3.50402 0.037
C -0.35764 1.55901 -2.88179 -0.106
C -0.46853 3.01860 -2.50402 -0.051
C -1.24455 3.15112 -1.21174 -0.113
C -2.60405 3.41136 -1.19235 0.014
C -3.32197 3.52050 -0.00201 -0.169
C -2.60596 3.41365 1.18468 0.022
C -1.24195 3.14870 1.19778 -0.114
C -0.46300 3.00833 2.48792 -0.049
C -0.35287 1.54825 2.86774 -0.105
C -1.43873 0.92917 3.47181 0.029
C -1.43382 -0.41923 3.81227 -0.151
C -0.31793 -1.16554 3.45470 0.043
C -2.60927 -1.00061 4.59499 -0.557
C -3.90155 -0.86240 3.77722 -0.042
C -2.40375 -2.47920 4.93005 -0.069
C -2.74837 -0.22618 5.91648 -0.046
C -0.56965 2.94685 -0.00620 -0.208
O 0.70716 2.57216 -0.01110 0.049
C -4.83357 3.74061 -0.04851 -0.560
C -5.14263 5.04887 -0.79192 -0.049
C -5.44686 3.82464 1.35046 -0.069
C -5.48812 2.56315 -0.78751 -0.047
C 0.75227 0.78047 -2.58672 -0.160
O 1.91817 1.37178 -2.05062 -0.137
C 2.73317 2.07292 -2.99202 -0.003
C -2.59091 -1.04871 -4.60849 -0.557
C -3.68649 -0.04830 -4.98566 -0.067
C -3.23113 -2.17748 -3.78875 -0.044
C -2.00097 -1.62410 -5.90610 -0.046
C 1.77908 -1.51558 0.01660 -0.209
O 1.34137 -0.24695 0.02055 0.043
C 3.84584 -5.32273 0.05099 -0.558
C 4.12351 -5.88420 -1.34551 -0.072
C 5.19231 -4.90591 0.67333 -0.045
C 3.21517 -6.43748 0.89337 -0.052
H 2.24307 2.07118 3.99622 0.115
H 3.70501 1.58343 3.11242 0.103
H 2.88770 3.10568 2.69809 0.093
H 2.90100 -0.80831 2.59081 0.128
H 2.09770 -2.18073 3.34311 0.121
H 2.86494 -3.89851 2.14788 0.112
H 2.84481 -3.89420 -2.12185 0.105
H 2.86058 -0.84265 -2.57354 0.124
H 2.02370 -2.20894 -3.30544 0.121
H -0.35776 -2.23062 -3.58143 0.124
H -2.29966 1.57530 -3.73278 0.107
H 0.51632 3.46232 -2.36309 0.115
H -0.99012 3.56533 -3.28997 0.127
H -3.11468 3.52825 -2.14265 0.113
H -3.10613 3.53453 2.13783 0.104
H 0.52506 3.44527 2.34435 0.119
H -0.97796 3.55564 3.27790 0.127
H -2.31591 1.53358 3.67139 0.117
H -0.28793 -2.23060 3.64698 0.115
H -3.80479 -1.38980 2.82674 0.092
H -4.74088 -1.28992 4.32969 0.085
H -4.12911 0.18291 3.56426 0.073
H -2.36141 -3.08676 4.02403 0.088
H -1.48680 -2.63330 5.50136 0.086
H -3.24088 -2.83297 5.53372 0.084
H -2.94290 0.83174 5.74148 0.076
H -3.57450 -0.63051 6.50572 0.084
H -1.83147 -0.30652 6.50363 0.091
H -4.66578 5.89135 -0.28764 0.090
H -4.77266 5.01747 -1.81701 0.074
H -6.22037 5.22566 -0.82382 0.083
H -5.02996 4.66041 1.91545 0.085
H -6.52459 3.97631 1.26977 0.084
H -5.27680 2.90153 1.90833 0.080
H -5.12581 2.48625 -1.81354 0.071
H -5.26168 1.62302 -0.28073 0.089
H -6.57301 2.69123 -0.81621 0.083
H 2.33864 1.93892 -3.99646 0.115
H 2.75735 3.13665 -2.74981 0.104
H 3.74807 1.67385 -2.94949 0.099
H -4.16891 0.36057 -4.09543 0.082
H -3.28745 0.77371 -5.58209 0.086
H -4.45041 -0.55410 -5.57804 0.085
H -3.61833 -1.78603 -2.84638 0.091
H -4.05880 -2.61988 -4.34686 0.084
H -2.51142 -2.96486 -3.56178 0.078
H -1.55109 -0.83010 -6.50543 0.090
H -1.23007 -2.36640 -5.69818 0.077
H -2.78500 -2.10187 -6.49790 0.084
H 4.61141 -5.14588 -1.98335 0.083
H 4.78830 -6.74589 -1.26358 0.082
H 3.20035 -6.21321 -1.82762 0.087
H 5.58917 -4.03003 0.15667 0.091
H 5.07265 -4.64561 1.72590 0.078
H 5.91921 -5.71954 0.60216 0.081
H 2.26908 -6.76039 0.45462 0.088
H 3.88828 -7.29707 0.93167 0.082
H 3.02190 -6.11201 1.91654 0.073
O 3.57167 3.67609 0.36138 0.070
C 4.29935 2.71457 0.17465 -0.480
C 5.81771 2.72285 0.12146 -0.067
C 6.17809 1.25377 -0.08182 -0.069
C 4.83157 0.54294 -0.23786 -0.440
O 4.69616 -0.62802 -0.50121 0.110
N 3.81361 1.45269 -0.03580 0.155
H 6.22150 3.15419 1.03626 0.122
H 6.13414 3.35412 -0.70910 0.124
H 6.70493 0.81489 0.76535 0.123
H 6.78239 1.06511 -0.96781 0.121
```

- Which formula does entry 1 have?
  C50H59Cl2FeN2P2S2